DFT (ωB97M-V with the def2-TZVPD basis set) results for a molecular structure, C33H66ClN6O6 in a non-equilibrium geometry.

## Properties
Largest force on an atom: 0.20140 hartree/bohr
Calculated total energy: -69000.476 eV
Charge: -1

```
112
Properties=species:S:1:pos:R:3:forces:R:3:mulliken_charge:R:1
C -24.4698 14.0676 24.9439 0.09 -0.12 -0.17 -1.310
C -25.3608 12.8531 25.3042 0.87 0.22 -0.79 -0.485
N -24.9440 11.5365 24.6465 1.39 1.13 -1.07 1.191
C -25.8998 10.4275 25.1908 4.44 7.97 -1.64 -1.133
C -24.9553 11.5733 23.0879 0.70 0.55 0.54 0.161
C -26.2634 11.8472 22.4362 -0.84 0.00 0.55 -1.266
C -23.4668 11.3094 25.0124 -1.52 0.93 -0.35 -0.859
C -22.8869 9.9480 24.7445 0.75 -0.49 -0.79 1.258
O -21.5047 10.0283 25.0891 -0.42 0.20 1.07 -0.498
C -21.0081 8.8162 25.6649 -0.06 0.38 -1.14 -0.705
H -24.6871 14.9832 25.4940 -0.85 -0.15 0.06 0.452
H -24.5401 14.3003 23.8814 0.10 0.02 0.00 0.296
H -23.4196 13.9610 25.2154 0.03 -0.56 -0.24 0.279
H -26.3862 13.0046 24.9670 0.01 0.13 0.35 0.463
H -25.2878 12.7171 26.3832 -0.40 -0.34 -0.05 0.446
H -26.8928 10.8290 24.9887 1.53 1.67 1.12 0.830
H -25.5683 10.3403 26.2255 -0.05 2.96 -0.45 0.509
H -25.7456 9.5255 24.5987 1.44 1.51 -0.10 0.217
H -24.6343 10.5670 22.8188 -0.18 1.34 0.26 -0.640
H -24.1983 12.2654 22.7193 0.14 0.21 0.47 0.458
H -26.2496 11.7929 21.3476 0.47 0.52 0.23 0.833
H -26.6783 12.8245 22.6827 -0.32 -0.07 0.19 0.369
H -26.9409 11.0235 22.6612 0.15 0.66 0.70 -0.281
H -23.4256 11.6844 26.0350 0.55 -0.43 0.14 0.523
H -23.0093 12.0265 24.3308 0.76 -0.17 0.46 0.433
H -22.9723 9.7211 23.6818 0.49 0.35 0.35 -0.355
H -23.3593 9.0698 25.1848 -0.27 0.30 0.67 -0.777
H -21.5005 8.4848 26.5792 -0.22 0.33 0.16 0.249
H -19.9504 8.9995 25.8542 -0.07 -0.24 -0.05 0.317
H -21.1733 8.0627 24.8948 0.41 -0.53 0.20 0.335
Cl -25.2267 7.8712 23.0467 4.05 -6.60 1.80 0.906
O -24.5066 9.0292 22.7743 -0.54 2.77 -0.27 -0.358
O -26.0920 7.9790 24.2412 6.06 -2.27 -4.62 -0.452
O -25.9765 7.4036 21.9376 2.67 1.98 -2.24 0.316
O -24.2006 6.8898 23.2747 -0.56 1.29 -0.59 -0.687
C -24.5231 2.8374 25.8668 -0.90 -0.13 0.13 -1.932
C -26.0695 3.0854 25.6265 0.33 2.08 0.38 2.102
C -26.5348 3.8328 26.9294 -1.25 0.93 -0.59 -1.222
C -27.8191 4.7216 26.7641 0.78 0.55 -0.53 -1.858
C -27.7253 5.6490 25.5093 0.38 -3.45 0.91 -0.024
C -27.4775 4.7745 24.1706 -1.64 1.24 2.99 1.294
N -26.2775 4.0117 24.3845 0.16 -1.76 -0.30 0.475
O -25.9475 3.3736 23.1496 -2.33 -2.76 4.09 -0.566
C -27.3798 5.9546 23.2445 1.52 -1.61 0.42 0.138
C -28.7698 3.9795 23.8824 -0.46 -0.06 0.31 -1.956
C -26.8399 1.8007 25.5816 -0.40 -1.23 -0.93 -2.218
H -24.1166 2.1152 25.1587 0.08 0.12 0.01 0.334
H -24.3956 2.5083 26.8980 -0.28 -0.80 0.15 0.437
H -23.9625 3.7720 25.8880 -0.14 -0.89 -0.45 0.485
H -25.7469 4.4692 27.3321 0.19 0.01 -0.12 0.146
H -26.8042 3.1261 27.7143 0.39 -0.38 0.02 0.609
H -27.8568 5.4712 27.5544 -0.15 -0.40 0.75 0.731
H -28.7285 4.1285 26.8606 -0.09 -0.05 -0.32 0.608
H -26.8196 6.2020 25.7580 -0.42 0.06 -0.96 -2.034
H -28.6178 6.2737 25.4731 0.05 0.14 -0.27 0.647
H -27.5907 5.7579 22.1934 0.63 -1.14 2.50 0.335
H -26.4049 6.4408 23.2800 -2.01 -3.56 0.74 -1.102
H -27.9652 6.8417 23.4861 0.53 -3.05 2.54 0.133
H -28.6736 2.9943 23.4262 0.56 0.26 -0.37 0.214
H -29.4287 4.6048 23.2800 -0.25 -0.10 -0.26 0.471
H -29.3208 3.7801 24.8015 -0.04 0.06 0.27 0.364
H -26.8604 1.4210 24.5601 -0.15 0.25 -0.33 0.348
H -27.8636 1.8906 25.9450 -0.18 0.26 -0.12 0.297
H -26.4234 0.9532 26.1261 0.47 0.22 0.51 0.540
C -28.9466 10.5501 21.7015 -0.43 -0.08 -1.14 -1.161
C -29.2017 9.0668 21.5352 0.86 0.86 1.81 -0.383
C -28.2369 8.2572 22.4493 -2.14 4.41 0.19 1.125
C -27.8143 8.9264 23.6820 -3.46 1.21 -0.27 -0.137
N -27.4573 9.4592 24.6379 -10.02 -1.24 -2.29 -0.529
H -29.5362 11.0622 20.9412 -0.31 0.42 0.21 0.515
H -27.9134 10.7827 21.4435 -0.85 -0.11 0.21 -0.067
H -29.2032 10.8724 22.7107 0.10 0.29 -0.12 0.370
H -28.9979 8.6834 20.5354 -0.25 2.26 1.90 -0.280
H -30.2423 8.8776 21.7990 -0.13 -0.29 -0.06 0.651
H -27.2522 8.2352 21.9824 -1.20 0.79 0.07 -0.191
H -28.5662 7.2282 22.5935 -1.30 2.26 -0.12 1.131
C -26.4337 8.5645 26.3786 -0.49 -4.58 3.69 0.455
C -25.8224 7.5214 27.3444 1.46 0.60 -1.29 -0.444
C -24.4045 6.9297 26.8639 -1.18 -0.60 0.29 -0.728
C -24.4059 5.9911 25.7342 -0.38 -3.25 -2.99 0.801
N -24.3888 5.1965 24.8379 1.08 4.33 4.04 -0.546
H -26.8575 8.0178 25.5362 -0.31 0.06 2.80 0.308
H -25.6950 9.2606 25.9814 -1.18 -5.09 2.46 -0.725
H -27.2539 9.0052 26.9453 0.06 0.66 -0.06 0.871
H -26.4835 6.6603 27.4416 0.24 0.28 0.41 -0.223
H -25.7252 8.0404 28.2981 0.44 -0.44 0.36 0.780
H -24.0946 6.3593 27.7395 0.58 -0.06 0.00 0.561
H -23.5810 7.5501 26.5104 -0.28 1.05 0.90 -0.298
C -26.3884 9.3274 19.8502 -0.29 -1.09 -1.82 -1.986
C -25.0747 10.0051 20.0894 0.04 0.57 1.44 0.873
C -23.8226 9.1508 20.3563 0.38 -0.67 -0.87 -0.276
C -22.7844 9.9169 21.0440 2.37 1.26 0.55 -0.008
N -21.9186 10.4904 21.5877 -2.10 -1.12 -1.23 -0.757
H -26.3849 9.2448 18.7633 -0.52 -0.46 -0.30 0.760
H -27.3147 9.8659 20.0507 0.60 0.45 0.19 0.902
H -26.5659 8.3077 20.1920 1.04 0.62 0.27 0.018
H -25.1925 10.6558 20.9559 0.55 -0.35 -0.59 -1.170
H -24.9885 10.6425 19.2093 0.84 0.24 0.20 0.701
H -23.4256 8.6937 19.4499 0.26 0.48 -0.36 0.653
H -23.9140 8.2594 20.9769 -0.64 0.19 -0.27 0.140
C -28.6805 7.3067 19.6024 -0.40 -1.31 -0.51 -1.380
C -28.0664 6.4592 20.7146 -0.97 -1.04 -2.08 -0.146
C -26.9494 5.5885 20.1558 0.17 -0.46 0.27 -0.222
C -26.0715 4.9709 21.1543 -2.87 1.51 -3.70 -0.347
N -25.3731 4.5200 21.9224 5.78 0.66 -0.27 -0.428
H -29.5992 7.8052 19.9117 -0.36 -1.60 -1.04 0.445
H -28.9448 6.6992 18.7369 0.60 0.11 -0.43 0.522
H -27.9440 8.1032 19.4960 -0.80 -0.64 -1.59 0.432
H -28.7888 5.7697 21.1516 -0.61 0.14 -0.26 0.784
H -27.7029 7.0500 21.5554 -0.32 -1.64 -3.49 -1.897
H -26.3639 6.2406 19.5076 0.22 -0.10 -0.53 0.169
H -27.3816 4.7534 19.6046 -0.02 0.20 -0.54 0.528
```
Forces are in eV/Å.